{"formula": "C37H38CsN7O4", "method": "ωB97M-V/def2-TZVPD", "orbital_gap_ev": 5.96, "e_tot_ev": -58154.0272, "lumo_energy_ev": -0.66, "e_above_lowest_kcal_mol": 13.7, "elements": ["Cs", "C", "C", "C", "C", "C", "N", "C", "C", "C", "N", "C", "C", "C", "C", "C", "C", "C", "C", "N", "C", "C", "C", "N", "C", "C", "C", "C", "O", "C", "O", "H", "H", "H", "H", "H", "H", "H", "H", "H", "H", "H", "H", "H", "H", "H", "H", "H", "H", "H", "H", "H", "H", "H", "H", "H", "H", "H", "H", "O", "C", "C", "C", "C", "C", "C", "C", "O", "N", "N", "C", "C", "C", "C", "C", "C", "N", "H", "H", "H", "H", "H", "H", "H", "H", "H", "H"], "positions_angstrom": [[1.212, 0.061, 0.936], [-0.827, -3.662, -5.553], [-0.920, -2.639, -4.457], [-1.293, -1.353, -4.678], [-1.337, -0.397, -3.621], [-1.646, 0.936, -3.895], [-1.669, 1.880, -2.983], [-1.919, 3.282, -3.253], [-0.731, 4.149, -2.845], [-0.550, 4.276, -1.336], [-1.608, 5.124, -0.784], [-2.401, 5.044, 0.284], [-2.585, 4.181, 1.353], [-3.659, 4.572, 2.241], [-3.977, 3.896, 3.363], [-5.088, 4.311, 4.285], [-3.203, 2.727, 3.670], [-2.192, 2.283, 2.890], [-1.432, 1.044, 3.232], [-1.551, -0.083, 2.675], [-2.517, -0.247, 1.595], [-2.974, -1.706, 1.464], [-2.429, -2.418, 0.232], [-0.998, -2.657, 0.341], [-0.260, -2.585, -0.683], [-0.649, -2.158, -2.061], [-0.593, -3.012, -3.118], [-0.997, -0.772, -2.273], [-0.980, 0.068, -1.328], [-1.789, 3.002, 1.682], [-0.815, 2.613, 1.020], [-1.095, -3.231, -6.517], [-1.492, -4.508, -5.366], [0.188, -4.059, -5.630], [-1.549, -1.024, -5.682], [-1.874, 1.235, -4.916], [-1.441, 1.517, -2.036], [-2.818, 3.597, -2.715], [-2.119, 3.392, -4.320], [-0.852, 5.144, -3.286], [0.181, 3.729, -3.274], [0.416, 4.738, -1.122], [-0.570, 3.324, -0.816], [-1.745, 5.972, -1.311], [-3.078, 5.894, 0.304], [-4.227, 5.460, 1.981], [-5.584, 5.210, 3.920], [-4.711, 4.517, 5.289], [-5.840, 3.525, 4.377], [-3.451, 2.168, 4.569], [-0.691, 1.126, 4.031], [-2.030, 0.066, 0.667], [-3.380, 0.413, 1.737], [-4.065, -1.744, 1.418], [-2.666, -2.253, 2.356], [-2.705, -1.866, -0.674], [-2.896, -3.405, 0.163], [0.796, -2.834, -0.543], [-0.283, -4.038, -2.936], [3.744, -0.808, 5.326], [4.497, -1.902, 5.114], [5.135, -2.481, 6.212], [5.921, -3.604, 6.048], [6.088, -4.172, 4.787], [5.457, -3.599, 3.700], [4.655, -2.464, 3.835], [3.973, -1.852, 2.655], [3.249, -0.829, 2.843], [4.199, -2.468, 1.491], [3.584, -1.863, 0.455], [3.749, -2.432, -0.683], [3.179, -1.888, -1.916], [3.379, -2.584, -3.116], [2.877, -2.074, -4.296], [2.179, -0.874, -4.265], [2.012, -0.262, -3.035], [2.485, -0.739, -1.888], [3.391, -0.572, 4.422], [4.994, -2.026, 7.184], [6.409, -4.043, 6.910], [6.704, -5.052, 4.661], [5.566, -4.018, 2.709], [4.346, -3.342, -0.761], [3.936, -3.512, -3.101], [3.032, -2.600, -5.229], [1.766, -0.433, -5.162], [1.456, 0.670, -2.962]], "atomic_forces_ev_per_a": [[0.053, 0.099, 0.126], [0.005, 0.003, 0.000], [-0.001, 0.000, 0.011], [-0.001, -0.002, 0.000], [-0.001, 0.022, 0.008], [0.011, -0.011, -0.016], [-0.001, -0.001, 0.025], [0.005, 0.003, 0.003], [0.000, -0.007, -0.001], [0.003, 0.006, 0.012], [-0.007, 0.000, -0.006], [0.008, -0.002, 0.014], [0.006, 0.008, -0.001], [-0.004, 0.003, 0.006], [0.000, 0.001, -0.006], [0.000, -0.003, 0.002], [0.019, -0.005, -0.001], [-0.011, -0.006, 0.004], [0.004, 0.011, 0.005], [-0.014, 0.005, 0.019], [-0.008, 0.008, -0.027], [0.010, 0.010, 0.000], [0.009, 0.018, 0.001], [-0.010, -0.073, -0.030], [0.020, 0.053, 0.005], [0.000, 0.002, -0.005], [-0.001, -0.016, 0.013], [-0.017, 0.016, -0.002], [-0.018, 0.007, -0.030], [0.002, 0.021, -0.031], [-0.016, -0.064, -0.037], [-0.001, -0.001, -0.001], [0.000, -0.002, 0.001], [-0.001, -0.002, -0.002], [0.000, -0.004, -0.002], [0.000, -0.004, -0.002], [0.000, -0.005, -0.005], [0.001, 0.003, 0.000], [-0.006, -0.006, 0.001], [0.002, -0.001, -0.004], [0.001, 0.003, 0.001], [-0.004, 0.003, 0.006], [0.000, -0.014, -0.006], [0.004, 0.000, -0.001], [-0.001, -0.001, 0.000], [0.002, 0.000, -0.004], [-0.001, 0.001, 0.002], [0.000, 0.000, 0.000], [0.000, 0.000, 0.000], [-0.006, 0.005, 0.002], [-0.007, -0.013, 0.009], [0.008, 0.010, 0.006], [-0.004, -0.005, 0.006], [0.000, -0.006, 0.000], [0.000, 0.000, 0.002], [-0.001, -0.002, -0.001], [-0.002, -0.001, 0.008], [0.001, -0.022, -0.008], [0.000, -0.001, -0.004], [-0.019, 0.017, -0.034], [0.018, -0.014, -0.016], [0.002, -0.005, 0.004], [0.003, -0.005, -0.001], [-0.002, 0.005, 0.003], [0.004, -0.007, 0.007], [-0.011, 0.014, 0.007], [-0.009, 0.002, -0.015], [-0.003, -0.006, -0.023], [0.019, -0.014, 0.013], [-0.054, -0.004, -0.047], [0.011, -0.015, 0.015], [-0.002, 0.003, -0.002], [0.006, -0.001, 0.012], [-0.002, -0.004, -0.008], [0.001, -0.008, 0.002], [-0.001, 0.007, 0.003], [0.003, -0.003, 0.008], [0.002, -0.010, 0.016], [-0.002, 0.003, -0.001], [0.000, 0.002, 0.002], [0.000, 0.000, -0.003], [0.000, 0.001, 0.001], [0.004, 0.001, 0.003], [0.000, 0.000, -0.002], [-0.001, 0.002, -0.001], [-0.001, 0.003, 0.002], [0.003, -0.004, -0.004]], "mulliken_charge": [1.299, -1.681, 0.445, -0.931, -0.243, -0.017, 0.403, -0.892, -0.794, 0.013, -0.124, -0.173, 0.542, -0.804, 0.298, -1.644, -0.076, 0.030, -0.786, -0.495, 0.747, -1.554, -0.123, -0.304, -1.630, 1.681, -0.383, 0.613, -1.115, 0.824, -0.804, 0.377, 0.357, 0.319, 0.346, 0.404, -0.069, 0.355, 0.419, 0.441, 0.315, 0.177, -0.052, 0.296, 0.343, 0.242, 0.357, 0.349, 0.341, 0.482, 0.413, -0.363, 0.419, 0.414, 0.397, 0.145, 0.469, 0.561, 0.457, -0.724, 0.315, -0.693, -0.247, -0.796, -0.243, -0.004, 0.895, -0.783, -0.847, 0.406, -1.004, 0.940, -0.841, -0.401, -0.712, -0.252, -0.039, 0.380, 0.412, 0.359, 0.375, 0.427, 0.247, 0.377, 0.474, 0.393, 0.553]}